(one)
Density functional theory data (ωB97M-V/def2-TZVPD) for the molecule C2H2N2O3.

```
9
C2H2N2O3 (ωB97M-V/def2-TZVPD)
C -0.10129 0.63684 0.91533
C -0.13474 0.50797 -0.54250
N 0.14252 -0.70521 -0.99280
N -0.21738 1.35845 1.83605
O -0.42185 1.88432 2.87896
O -0.18337 1.44120 -1.29937
O 0.11457 -1.95935 -0.38962
H 0.90341 -2.53598 -0.42723
H -0.10188 -0.62824 -1.97884
```

The spin multiplicity is 1. The HOMO energy is -10.3 eV. For the LUMO energy, the calculation gives 0.26 eV. For the HOMO-LUMO gap, the calculation gives 10.52 eV.

***

(two)
Density functional theory data (ωB97M-V/def2-TZVPD) for the molecule C2H2N2O3.

```
9
C2H2N2O3 (ωB97M-V/def2-TZVPD)
O -1.21059 1.88833 -0.02142
C -0.35748 1.01333 -0.04541
O 0.95802 1.19114 -0.09817
C 1.48869 -0.05576 -0.13952
N 0.70922 -1.04404 -0.01101
N -0.50216 -0.33236 0.26651
O -1.61387 -0.89475 -0.29701
H 2.52711 -0.14114 -0.04071
H -1.99893 -1.62475 0.38673
```

The spin multiplicity is 1. As for the SMILES: O=c1ocnn1O. The HOMO energy is -10.1 eV. For the LUMO energy, the calculation gives 0.54 eV. For the HOMO-LUMO gap, the calculation gives 10.62 eV.

***

(three)
Density functional theory data (ωB97M-V/def2-TZVPD) for the molecule C2H2N2O3.

```
9
C2H2N2O3 (ωB97M-V/def2-TZVPD)
H -2.66389 -0.31046 0.02482
N -1.81373 -0.96708 -0.06326
C -0.73462 -0.26729 -0.09380
N -0.37456 1.00628 -0.04299
O 1.13219 0.97038 -0.40345
C 1.57879 -0.38681 -0.17280
O 2.74755 -0.75262 0.12935
O 0.40242 -0.98150 -0.33492
H -0.27414 1.68909 0.95705
```

The spin multiplicity is 1. As for the SMILES: [H]/N=c1\[nH]oc(=O)o1. The HOMO energy is -10.6 eV. For the LUMO energy, the calculation gives -0.13 eV. For the HOMO-LUMO gap, the calculation gives 10.45 eV.

***

(four)
Density functional theory data (ωB97M-V/def2-TZVPD) for a structure of composition C2H2N2O3.

```
9
C2H2N2O3 (ωB97M-V/def2-TZVPD)
C 0.94723 -0.07260 -0.09413
C -1.12637 -0.15272 -0.07924
H 2.56278 -1.47006 0.40464
H 2.91206 0.37611 -0.33422
N 2.25903 -0.24043 0.23374
N 0.56693 1.19622 0.11410
O -0.84913 1.04524 -0.16739
O -2.27002 -0.49777 0.28197
O 0.09644 -1.07805 -0.29770
```

The spin multiplicity is 1. The HOMO energy is -9.9 eV. For the LUMO energy, the calculation gives 0.14 eV. For the HOMO-LUMO gap, the calculation gives 10.01 eV.

***

Q: Which of them is the least stable? A: (one).